A 2-piece molecular cluster, C5H14N overall, computed with ωB97M-V/def2-TZVPD.

```
20
Properties=species:S:1:pos:R:3:forces:R:3:lowdin_charge:R:1
N 1.467 -0.227 1.246 0.0 0.1 -0.3 0.1576
C -0.996 -0.298 -0.793 0.3 0.1 -0.1 -0.4656
C 1.686 1.165 1.771 0.1 -0.1 -0.1 0.0065
C -0.934 1.173 -1.121 -0.2 -0.2 0.2 -0.0658
C -0.206 -1.189 -1.720 -0.1 0.2 0.0 -0.0688
C -1.673 -0.772 0.251 0.1 0.1 -0.2 0.0343
H 0.102 1.529 -1.150 0.0 0.0 -0.1 0.0759
H -0.646 -1.181 -2.720 0.0 0.0 0.0 0.0968
H -1.487 1.772 -0.397 0.0 0.0 0.0 0.0825
H -0.163 -2.218 -1.369 0.0 0.0 0.0 0.0830
H 2.342 -0.721 1.067 0.0 0.0 0.2 0.1730
H 2.535 1.600 1.251 0.0 0.0 0.0 0.1058
H 0.895 -0.784 1.882 0.0 0.0 0.0 0.1660
H -2.249 -0.103 0.879 0.0 -0.1 0.1 0.0721
H 0.794 1.745 1.558 0.0 0.0 0.1 0.0978
H -1.357 1.350 -2.110 0.1 0.1 0.0 0.0952
H 1.885 1.108 2.835 0.0 0.0 0.0 0.1041
H 0.941 -0.209 0.360 -0.1 0.0 0.1 0.0975
H -1.728 -1.839 0.433 0.0 0.0 0.1 0.0729
H 0.807 -0.795 -1.865 0.0 -0.1 0.0 0.0791
```
Positions in Å, forces in eV/Å.

## Properties
HOMO energy: -13.43 eV
E: -253.39120 Eh
LUMO level: -3.5855 eV
charge: +1
gap between HOMO and LUMO: 0.362 hartree

---

A 2-piece molecular cluster, C5H9NO3 overall, computed with ωB97M-V/def2-TZVPD.

```
18
Properties=species:S:1:pos:R:3:forces:R:3:lowdin_charge:R:1
O -0.113 0.552 0.790 -0.2 -2.6 -0.9 -0.2542
O 1.870 -1.755 1.147 -0.3 0.0 -0.2 0.1000
O 0.092 -0.263 -1.490 1.3 3.1 -1.1 -0.0306
N 0.930 2.291 0.091 0.9 0.1 -2.7 0.2025
C -1.465 0.972 0.869 0.2 -0.5 -0.1 -0.1321
C 1.578 -1.043 0.228 0.2 0.3 0.2 -0.1779
C 0.156 -0.717 -0.243 -0.6 1.3 2.8 -0.5280
C 1.275 2.072 -1.030 0.5 1.7 2.9 -0.0620
C -0.821 -1.830 0.055 0.1 0.2 -0.2 0.0053
H 2.065 2.524 -1.610 -0.2 -0.1 -0.5 0.1053
H -1.815 -1.552 -0.289 0.0 0.0 0.0 0.0887
H 2.359 -0.527 -0.364 0.1 0.0 -0.1 0.1271
H -1.474 1.957 1.336 0.1 0.0 -0.1 0.0815
H -2.033 0.281 1.496 -0.1 0.0 0.0 0.0822
H -0.842 -2.044 1.121 0.1 0.0 0.0 0.0988
H -0.494 -2.724 -0.477 -0.1 0.0 0.0 0.1000
H 0.656 0.773 -1.507 -1.8 -3.5 0.1 0.1041
H -1.923 1.032 -0.123 -0.1 0.1 0.0 0.0892
```
Positions in Å, forces in eV/Å.

## Properties
HOMO energy (spin up / spin down): -9.56 / -9.56 eV
E: -476.23422 Eh
LUMO level (spin up / spin down): -0.7963 / -0.7967 eV
charge: 0
gap between HOMO and LUMO (spin up / spin down): 0.322 / 0.322 hartree
SMILES: CO[C@@](C)(O)C=O.C#N

---

C14H27NaO13 as an isolated structure, computed with ωB97M-V/def2-TZVPD.

```
55
Properties=species:S:1:pos:R:3:forces:R:3:lowdin_charge:R:1
Na 1.216 0.326 0.077 0.6 0.0 -0.2 0.4410
O -0.234 4.123 -1.944 -0.1 0.3 -0.1 0.0345
O 0.961 -1.452 4.523 0.5 -0.2 -0.2 0.0402
O -1.834 -0.352 -2.609 0.1 0.0 0.1 -0.0005
O 2.634 -1.821 3.207 0.2 0.0 0.4 0.0328
O -0.626 -2.045 -3.383 -0.1 0.0 -0.2 0.0050
O -3.469 -0.339 2.574 0.0 -0.1 -0.1 0.0816
O 3.449 0.732 -0.531 -0.8 -0.3 0.2 -0.4301
O -0.334 -1.290 -1.288 0.2 0.3 0.3 0.1129
O 0.917 -0.655 2.404 -0.6 0.6 -0.4 0.0832
O -3.578 -1.731 4.332 -0.1 -0.1 0.3 0.1583
O -2.504 -2.336 2.453 -0.1 -0.2 0.0 0.0717
O 0.374 2.310 -0.758 -0.7 -0.6 0.2 0.0815
O 1.607 4.167 -0.808 -0.4 0.3 -0.2 0.0315
C -2.302 0.842 0.832 0.5 -0.3 -0.5 -0.0132
C -0.882 -1.248 -2.361 -0.1 0.1 0.0 -0.5854
C 2.584 3.490 0.011 0.2 0.0 0.1 -0.0121
C -3.228 -1.497 3.223 0.1 0.3 -0.3 -0.5898
C 0.557 3.446 -1.129 1.1 0.2 0.1 -0.6008
C 3.958 0.060 -1.613 0.0 -0.2 0.1 -0.3681
C 0.449 -2.974 -3.233 0.7 -0.4 0.1 -0.0050
C 3.361 -1.518 2.010 0.1 0.5 -0.5 -0.0176
C -0.293 -0.872 4.850 -0.7 0.2 -0.2 -0.0111
C -2.126 -1.687 1.244 -0.2 0.8 -0.3 -0.0863
C -1.368 3.401 -2.390 -0.6 -0.3 0.0 -0.0355
C 1.451 -1.251 3.312 0.3 -0.3 -0.1 -0.5909
C -2.599 -0.399 -3.824 -0.2 -0.4 0.1 -0.0119
C -3.015 -0.426 1.201 0.1 -0.2 0.6 -0.2837
H -3.409 -1.120 -3.701 0.0 0.1 0.0 0.1024
H 3.361 4.226 0.184 0.0 0.1 0.0 0.0965
H 3.183 -0.478 -2.219 0.1 0.1 0.0 0.0387
H -0.143 -0.166 5.661 0.0 -0.1 0.1 0.1031
H -3.007 0.596 -3.954 0.0 0.1 -0.1 0.0936
H 4.490 0.716 -2.333 0.0 0.0 0.0 0.0520
H -2.299 -2.313 0.375 0.0 -0.3 0.2 0.1299
H -0.977 -1.668 5.134 0.1 0.0 0.2 0.0984
H 2.896 -1.977 1.139 0.1 -0.2 0.1 0.0984
H -2.968 1.697 0.900 0.1 0.1 0.0 0.0939
H -1.407 0.985 1.442 -0.2 0.1 0.3 0.0901
H -1.998 -0.706 -4.671 0.1 0.2 -0.1 0.0953
H 3.410 -0.445 1.801 -0.1 -0.1 0.2 0.0855
H 1.022 -2.978 -4.157 -0.2 0.1 -0.1 0.1013
H -1.865 3.997 -3.148 0.2 0.1 -0.1 0.0973
H 4.695 -0.728 -1.334 0.0 0.1 -0.1 0.0484
H -1.070 2.435 -2.794 0.0 0.0 0.0 0.0879
H 1.113 -2.695 -2.419 -0.1 0.1 0.0 0.0924
H -0.729 -0.347 4.000 0.2 0.0 0.0 0.0855
H 0.062 -3.975 -3.049 -0.2 0.1 0.0 0.1012
H 2.982 2.602 -0.494 0.0 -0.1 0.1 0.0574
H -1.905 0.743 -0.183 -0.3 0.1 -0.1 0.0668
H -3.909 -0.569 0.592 0.0 -0.1 -0.1 0.1542
H 2.124 3.200 0.957 0.0 0.0 0.0 0.0976
H 4.374 -1.871 2.157 -0.1 -0.3 0.1 0.1014
H -1.077 -1.409 1.303 0.1 -0.1 0.0 0.1012
H -2.075 3.242 -1.571 0.1 -0.1 0.0 0.0974
```
Positions in Å, forces in eV/Å.

## Properties
HOMO energy: -6.83 eV
E: -1690.12637 Eh
LUMO level: 0.0037 eV
charge: 0
gap between HOMO and LUMO: 0.251 hartree

---

C38H54CsN6OS3Si as an isolated structure, computed with ωB97M-V/def2-TZVPD.

```
104
Properties=species:S:1:pos:R:3:forces:R:3:lowdin_charge:R:1
Cs -0.297 0.492 0.171 1.2 0.6 -0.6 1.0266
S 1.520 -0.962 -3.033 0.0 -0.2 0.0 0.8325
S 3.023 -1.501 0.016 -0.1 -0.1 0.0 0.8335
S -0.028 -2.950 -0.711 -0.1 -0.1 0.0 0.8171
Si -2.855 -3.180 2.316 -0.2 -0.1 0.2 0.5385
O -2.412 -0.864 0.747 -1.3 -0.6 0.3 -0.5297
N 1.023 3.010 1.001 0.0 0.2 0.1 -0.0602
N -1.913 1.820 -2.252 0.0 0.0 0.0 0.0316
N 0.767 1.044 2.991 0.2 0.1 0.2 -0.2936
N -2.128 3.068 -1.792 -0.1 0.1 0.0 0.0407
N 1.295 2.925 -1.813 0.0 0.1 0.0 -0.1990
N -2.777 -3.264 -3.071 0.0 0.0 0.0 0.1505
C 0.490 -2.413 -3.398 0.1 0.1 0.1 -0.5375
C -3.455 -2.704 -2.330 -0.2 0.1 0.2 -0.2594
C -3.583 -2.640 3.975 0.1 0.1 0.0 -0.1988
C -0.073 6.439 0.097 0.0 -0.1 0.0 -0.1227
C 1.248 -3.663 0.350 0.1 0.1 -0.2 -0.5248
C -2.611 0.486 -4.186 0.0 0.1 0.1 -0.0269
C -2.633 1.731 -3.356 -0.1 0.0 0.0 -0.3630
C 3.150 -1.742 -2.825 -0.1 0.1 0.1 -0.5144
C 0.301 5.333 0.842 0.1 0.0 -0.1 -0.0464
C 1.805 3.091 2.110 0.1 0.2 -0.2 -0.2721
C 3.656 4.100 3.379 -0.1 -0.1 0.0 -0.1301
C 2.701 -3.293 0.045 -0.1 0.1 0.1 -0.5025
C 0.711 -4.643 3.888 0.0 0.0 0.0 -0.0980
C 0.009 6.397 -1.289 0.0 0.0 0.1 -0.1523
C -1.402 -4.314 2.720 0.2 0.0 0.0 -0.2644
C -0.054 -6.305 2.335 -0.1 0.0 0.0 -0.1165
C 2.644 2.096 4.178 0.0 0.0 -0.1 -0.0557
C 0.461 -3.530 -2.357 -0.2 0.1 0.1 -0.5216
C 1.764 2.072 3.107 0.0 0.0 0.1 -0.2105
C -3.361 5.184 -2.244 0.0 -0.1 0.0 -0.0128
C 1.104 2.868 -3.245 0.0 0.0 0.0 -0.1106
C 2.640 2.504 -1.449 0.0 0.1 0.1 -0.0693
C -2.966 3.784 -2.572 0.1 -0.1 0.1 -0.3043
C 0.903 -5.854 3.234 -0.1 0.0 0.0 -0.1148
C 1.177 -0.288 3.392 0.0 0.0 0.1 -0.1276
C -3.324 2.942 -3.599 0.0 -0.1 -0.1 -0.0013
C -0.427 -3.886 3.633 0.0 -0.1 -0.1 -0.1102
C 0.471 5.237 -1.901 0.0 0.0 0.0 -0.0649
C -4.301 -1.978 -1.382 0.1 -0.1 0.0 -0.0501
C -0.490 1.428 3.612 -0.1 0.0 -0.1 -0.1011
C -1.982 -1.538 1.689 0.0 -0.2 0.1 -0.4011
C 0.772 4.135 0.257 -0.1 0.0 0.2 -0.2920
C 0.859 4.115 -1.170 0.0 0.0 0.0 -0.2143
C 3.604 3.092 4.333 0.0 0.1 0.0 -0.1382
C -1.190 -5.541 2.084 0.1 0.0 0.0 -0.1067
C -4.182 -4.265 1.492 0.0 0.0 -0.1 -0.2154
C 3.900 -1.322 -1.558 -0.2 -0.1 0.0 -0.5428
C 2.783 4.103 2.303 0.0 0.0 0.1 -0.0480
H 4.396 4.889 3.463 0.0 0.0 0.0 0.0875
H -3.788 5.667 -3.120 0.0 0.0 0.0 0.0776
H 0.085 -7.252 1.827 0.0 0.0 0.0 0.0955
H -0.412 1.515 4.709 0.1 0.0 0.0 0.0859
H -4.489 -2.044 3.827 0.0 0.0 0.0 0.0231
H 4.141 -0.260 -1.594 0.0 0.0 0.0 0.0519
H -1.254 0.675 3.392 0.0 0.0 -0.1 0.0592
H 3.765 -1.499 -3.693 0.1 0.0 0.0 0.0710
H -1.584 3.417 -1.015 0.0 0.0 0.0 0.1384
H -3.994 3.166 -4.414 0.0 0.0 0.0 0.1005
H 0.535 5.220 -2.982 0.0 0.0 0.0 0.0931
H -5.135 -2.603 -1.069 0.0 0.0 0.0 0.0758
H -3.857 -4.603 0.503 0.0 0.0 0.0 0.0134
H 0.790 -2.828 -4.363 0.0 0.0 0.0 0.0782
H -5.102 -3.689 1.360 0.0 0.0 0.0 0.0135
H 0.412 -0.999 3.060 0.0 0.0 0.0 0.0355
H -0.276 7.251 -1.892 0.0 0.0 0.0 0.0876
H 3.331 -3.736 0.817 0.0 -0.1 0.0 0.0721
H -4.106 5.206 -1.446 0.0 0.0 0.0 0.0812
H -0.276 -4.267 -2.681 0.1 0.0 -0.1 0.0568
H 1.422 -4.036 -2.270 0.0 0.0 -0.1 0.0568
H 4.844 -1.867 -1.503 0.0 0.0 -0.1 0.0751
H -4.682 -1.067 -1.844 0.0 0.0 -0.1 0.0837
H -4.429 -5.148 2.090 0.0 0.0 0.0 0.0221
H -0.812 2.393 3.216 0.0 0.0 0.0 0.0838
H 1.300 -0.403 4.484 0.0 0.0 0.0 0.0775
H 1.343 1.861 -3.586 0.0 0.0 0.0 0.0432
H -3.703 -1.684 -0.508 0.0 0.0 0.0 0.0469
H 3.023 -3.708 -0.910 0.0 0.0 0.0 0.0565
H 2.129 -0.533 2.917 0.0 0.0 0.0 0.0760
H 4.284 3.077 5.175 0.0 0.0 0.0 0.0789
H 2.781 1.474 -1.778 0.0 -0.1 0.0 0.0459
H -2.493 5.754 -1.911 0.0 0.0 0.0 0.0561
H -0.511 -1.996 -3.516 0.0 -0.1 0.0 0.0344
H 2.762 2.549 -0.369 0.0 0.0 0.0 0.0769
H -0.437 7.328 0.598 0.0 0.0 0.0 0.0899
H -2.443 -0.387 -3.559 0.0 0.0 0.0 0.0453
H -1.919 -5.903 1.368 0.0 0.0 0.0 0.0926
H 1.752 3.574 -3.793 0.0 0.0 0.0 0.0862
H 0.223 5.355 1.923 0.0 0.0 0.0 0.1107
H 2.581 1.308 4.921 0.0 0.0 0.0 0.0965
H 3.408 3.132 -1.928 0.0 0.0 0.0 0.0932
H -3.549 0.359 -4.725 0.0 0.0 0.0 0.0754
H 0.066 3.075 -3.504 0.0 0.0 0.0 0.0721
H 1.142 -4.750 0.347 0.1 0.0 0.1 0.0710
H -0.565 -2.942 4.145 0.0 0.0 0.0 0.0890
H 2.861 4.887 1.560 0.0 0.0 0.0 0.1001
H 0.969 -3.318 1.345 0.0 0.0 0.1 0.0558
H -3.835 -3.490 4.613 0.0 0.0 0.0 0.0250
H 1.452 -4.284 4.593 0.0 0.0 0.0 0.0987
H 1.790 -6.445 3.429 0.0 0.0 0.0 0.0932
H -1.803 0.525 -4.920 0.0 0.0 0.0 0.0790
H 2.993 -2.819 -2.835 0.1 0.0 0.0 0.0518
H -2.863 -2.015 4.510 0.0 0.0 0.0 0.0175
```
Positions in Å, forces in eV/Å.

## Properties
HOMO energy: -2.89 eV
E: -3388.38151 Eh
LUMO level: 1.8448 eV
charge: -1
gap between HOMO and LUMO: 0.174 hartree

---

The molecule C3H4ClNS, computed with ωB97M-V/def2-TZVPD.

```
10
Properties=species:S:1:pos:R:3:forces:R:3:lowdin_charge:R:1
Cl -1.745 -0.772 -0.361 0.0 -0.5 -0.3 0.6194
S 0.411 2.023 -0.166 0.4 -0.4 -0.2 0.6313
N 1.672 -0.423 0.044 -0.1 -0.9 -0.2 0.0396
C -0.275 -0.643 0.610 -0.9 0.6 0.3 -0.6847
C 0.656 0.432 0.086 -0.8 1.0 0.5 -0.9557
C 0.874 -1.648 0.394 0.2 0.6 -1.2 -0.1073
H 1.314 -2.190 1.220 -0.3 -0.2 0.2 0.1088
H 0.639 -2.279 -0.487 0.4 0.2 0.6 0.1147
H 2.561 -0.268 -0.383 0.5 -0.1 -0.1 0.1370
H -0.664 -0.396 1.591 0.5 -0.4 0.3 0.0969
```
Positions in Å, forces in eV/Å.

## Properties
HOMO energy: -8.57 eV
E: -1029.81478 Eh
LUMO level: 0.5586 eV
charge: 0
gap between HOMO and LUMO: 0.335 hartree
SMILES: S=C1NC[C@@H]1Cl

---

A 4-piece molecular cluster, CH11N2O3 overall, computed with ωB97M-V/def2-TZVPD.

```
17
Properties=species:S:1:pos:R:3:forces:R:3:lowdin_charge:R:1
O -0.452 -1.442 1.014 1.3 -0.5 1.6 -0.0991
O -0.751 3.524 -1.257 -0.1 0.6 -0.3 -0.0633
O 0.557 -1.966 3.761 -0.6 -1.5 0.6 -0.0567
N 0.104 0.754 -0.643 -0.2 1.8 -2.5 0.1679
N 0.395 -1.125 -2.074 -0.1 0.2 5.4 0.1553
C 0.311 0.207 -1.840 1.2 -2.1 1.7 -0.1486
H 0.520 -1.813 -1.219 -1.0 2.0 -2.3 0.1771
H -0.319 4.276 -0.820 -0.2 -0.3 -0.2 0.0690
H -0.079 1.839 -0.663 0.4 -2.5 0.2 0.1347
H 0.555 -1.544 -2.932 0.5 -0.3 -2.0 0.0866
H 0.735 0.776 -2.633 -0.8 1.0 -0.8 0.1441
H -1.295 3.931 -1.964 0.4 -0.5 0.6 0.0801
H 0.232 -1.765 1.707 -1.6 0.7 -1.2 0.0799
H -1.264 -1.326 1.543 0.4 -0.2 -0.3 0.0723
H 0.531 -1.324 4.464 0.2 0.8 0.2 0.0419
H -0.043 0.141 0.161 -0.4 0.0 0.1 0.0734
H 0.238 -2.759 4.266 0.5 0.7 -1.0 0.0853
```
Positions in Å, forces in eV/Å.

## Properties
HOMO energy: -14.86 eV
E: -379.70961 Eh
LUMO level: -3.1399 eV
charge: +1
gap between HOMO and LUMO: 0.431 hartree